This record from OMol25 describes a structure of composition C5H8Cl4F4OPZn in a non-equilibrium geometry. The level of theory is ωB97M-V/def2-TZVPD.

```
24
Properties=species:S:1:pos:R:3:mulliken_charge:R:1
C 3.1490 0.4007 -0.3093 -0.975
C 1.8499 1.2157 0.1256 0.033
Cl 1.2139 2.0740 -1.3550 -0.118
C 0.7598 0.3481 0.9185 -0.600
Cl -0.4214 1.3915 1.8785 -0.026
P -0.0828 -1.0242 -0.1249 0.837
F -1.0178 -1.5321 1.2497 -0.396
Cl 1.4463 -2.4178 0.5666 -0.021
Cl -0.8975 -2.6531 -1.2755 -0.268
C -1.5591 0.0654 -0.6473 -0.946
O -2.7161 -0.1944 0.2135 -0.222
C -3.6859 0.8045 0.0534 0.816
F -3.5475 1.7972 1.0442 -0.224
F -4.9295 0.1951 0.2850 -0.243
F -3.7515 1.3527 -1.2224 -0.224
H 2.8325 -0.4943 -0.9541 0.249
H 3.8323 1.0416 -0.9604 0.376
H 3.6694 -0.0152 0.6111 0.258
H 2.2100 2.0351 0.8437 0.417
H 1.3560 -0.1974 1.7336 0.527
H 0.6859 -0.6784 -1.2938 0.213
H -1.3405 1.1676 -0.7797 0.436
H -1.8869 -0.3154 -1.6811 0.457
Zn 2.8313 -4.3668 1.0801 0.644
```

Computed properties:
LUMO energy = -9.58 eV
Multiplicity = 1
Charge = +1
Orbital gap = 3.6 eV


This record from OMol25 describes a cluster of 2 separate species, C4H5OPS in total in a non-equilibrium geometry. The level of theory is ωB97M-V/def2-TZVPD.

```
12
Properties=species:S:1:pos:R:3:mulliken_charge:R:1
C 0.6869 1.0497 0.3444 -0.238
C 0.7083 0.4573 -0.9807 -0.249
C -0.4801 0.9489 1.0071 -0.371
C -0.4603 -0.0596 -1.3983 -0.336
O -1.2724 -2.7588 0.3123 -0.700
P -1.6368 0.0908 -0.0545 0.404
S -3.4932 0.5913 -0.2122 -0.280
H 1.5610 1.5388 0.7425 0.362
H 1.6119 0.4607 -1.5664 0.366
H -0.7109 1.3202 1.9884 0.409
H -0.6536 -0.5874 -2.3130 0.387
H -1.5324 -2.9334 1.2173 0.246
```

Computed properties:
LUMO energy (alpha / beta) = -2.63 / -2.63 eV
Multiplicity = 1
Orbital gap (alpha / beta) = 6.1 / 6.1 eV


This record from OMol25 describes a structure of composition C18H17F3NO4S in a non-equilibrium geometry. The level of theory is ωB97M-V/def2-TZVPD.

```
44
Properties=species:S:1:pos:R:3:mulliken_charge:R:1
C -4.3202 -0.7759 -3.0262 -1.402
C -2.9437 -0.6710 -2.4479 1.137
C -2.4661 0.5531 -1.9367 -0.760
C -1.1497 0.6807 -1.5077 -0.235
C -0.2557 -0.4065 -1.6286 0.645
C 1.1923 -0.2093 -1.4530 0.359
C 2.1002 -1.0844 -2.1096 -1.437
N 3.2334 -0.5797 -2.7177 1.174
O 4.0884 -1.3165 -3.2809 -0.777
O 3.3203 0.6729 -2.7021 -0.707
C -0.7768 -1.6705 -1.9968 -0.383
C -2.1123 -1.7886 -2.3902 -0.891
H -4.5970 -1.8224 -3.2049 0.338
H -5.0979 -0.3548 -2.3698 0.327
H -4.3575 -0.2331 -3.9886 0.273
H -3.1306 1.4128 -1.8799 0.350
H -0.7509 1.6310 -1.1275 0.342
H 1.4875 0.8418 -1.3190 0.458
H 1.9220 -2.1557 -2.1771 0.232
H -0.1391 -2.5622 -2.0082 0.267
H -2.5177 -2.7645 -2.6792 0.256
C -1.8449 2.6974 4.2231 -1.353
C -1.0415 1.9462 3.1786 0.951
C -1.4796 0.7123 2.6430 -0.740
C -0.7512 0.0030 1.6834 -0.253
C 0.5359 0.4675 1.3227 0.061
C 1.4614 -0.3472 0.5319 -1.202
S 3.1640 -0.2596 1.1458 1.130
C 3.7249 -2.0600 0.9824 0.606
F 5.0490 -2.1662 1.1842 -0.232
F 3.0770 -2.8382 1.8879 -0.248
F 3.4396 -2.5616 -0.2461 -0.166
O 3.9873 0.4535 0.1990 -0.593
O 3.2585 -0.0653 2.5822 -0.670
C 0.8530 1.7991 1.6442 0.003
C 0.1156 2.5006 2.6031 -0.926
H -1.4348 3.6977 4.4386 0.323
H -2.8935 2.8260 3.9042 0.321
H -1.8398 2.1166 5.1642 0.292
H -2.4065 0.2956 3.0365 0.331
H -1.0918 -0.9453 1.2719 0.425
H 1.2214 -1.4403 0.5124 0.660
H 1.7149 2.2726 1.1711 0.466
H 0.4524 3.4986 2.8874 0.251
```

Computed properties:
LUMO energy = 2.66 eV
Multiplicity = 1
Charge = -1
Orbital gap = 6.3 eV


This record from OMol25 describes a structure of composition C34H33N5O2RhS. The level of theory is ωB97M-V/def2-TZVPD.

```
76
Properties=species:S:1:pos:R:3:lowdin_spin:R:1
Rh -0.6541 1.8196 0.1409 1.086
C 5.6792 -0.5572 -4.8817 0.000
C 5.2325 -0.0601 -3.5358 0.001
C 6.1161 -0.0250 -2.4560 0.001
C 5.7097 0.4334 -1.2155 0.007
C 4.3958 0.8544 -1.0555 0.019
C 3.4995 0.8404 -2.1119 0.006
C 3.9245 0.3820 -3.3481 0.001
S 3.8485 1.4444 0.5181 0.099
O 4.8788 2.3314 1.0461 0.052
O 3.9854 0.1095 1.4422 0.085
N 1.3335 2.3434 -0.0116 1.111
C 1.2161 3.6781 0.1306 0.070
C 2.2086 4.6477 0.2720 0.129
C 1.7868 5.9545 0.4583 -0.011
C 0.4293 6.2371 0.5066 0.131
C -0.5007 5.2037 0.3666 0.009
N -0.1263 3.9540 0.1727 0.121
H 6.7427 -0.7874 -4.8881 0.000
H 5.4875 0.1888 -5.6536 0.000
H 5.1370 -1.4622 -5.1603 0.000
H 7.1387 -0.3520 -2.5971 0.000
H 6.3964 0.4758 -0.3796 0.000
H 2.4812 1.1815 -1.9682 0.004
H 3.2348 0.3742 -4.1840 0.000
H 3.2531 4.3656 0.2528 0.004
H 2.5128 6.7472 0.5758 -0.003
H 0.0736 7.2455 0.6591 0.007
H -1.5613 5.4077 0.4148 0.000
C -2.4336 -2.1213 3.5817 0.000
C -2.9182 -3.1396 2.5882 0.000
C -3.9382 -4.0305 2.9109 0.000
C -4.3784 -4.9848 2.0059 0.000
C -3.8078 -5.0668 0.7441 0.000
C -2.8061 -4.1764 0.3923 0.000
C -2.3673 -3.2286 1.3073 0.000
N -1.3314 -2.3167 0.9248 0.002
C -1.5534 -1.0098 0.6277 0.003
N -2.8367 -0.6197 0.6431 0.002
C -3.4077 0.6705 0.5302 0.020
C -2.6538 1.8257 0.3259 0.063
C -3.3610 3.0220 0.1921 0.009
C -4.7391 3.0801 0.2730 0.000
C -5.4566 1.9143 0.4995 0.004
C -4.8107 0.6977 0.6275 0.003
C -5.6026 -0.5631 0.8581 0.001
N -0.5666 -0.1920 0.3431 0.007
C 0.7591 -0.7299 0.2807 0.020
C 1.6192 -0.5171 1.3107 0.227
C 3.0238 -1.0060 1.2882 0.070
C 3.3356 -1.8561 0.1056 0.219
C 2.4409 -2.0467 -0.8913 0.000
C 1.1476 -1.4616 -0.8788 0.290
C 0.2204 -1.6191 -2.0406 0.051
H -2.7895 -2.3638 4.5808 0.000
H -2.7897 -1.1169 3.3367 0.000
H -1.3443 -2.0810 3.6053 0.000
H -4.3821 -3.9808 3.8975 0.000
H -5.1670 -5.6688 2.2893 0.000
H -4.1432 -5.8122 0.0364 0.000
H -2.3574 -4.2068 -0.5930 0.000
H -0.3961 -2.6663 0.7941 0.001
H -3.4887 -1.3626 0.8442 0.000
H -2.8184 3.9355 -0.0020 0.001
H -5.2552 4.0239 0.1591 0.000
H -6.5366 1.9442 0.5687 0.000
H -6.6667 -0.3415 0.8918 0.000
H -5.3449 -1.0468 1.8060 0.000
H -5.4496 -1.2953 0.0593 0.000
H 1.2923 0.0377 2.1821 0.012
H 3.2480 -1.5535 2.2094 0.027
H 4.3210 -2.3003 0.0619 0.010
H 2.7189 -2.6494 -1.7480 -0.005
H 0.7731 -1.8887 -2.9396 0.002
H -0.3380 -0.7020 -2.2333 0.010
H -0.5230 -2.4051 -1.8661 0.020
```

Computed properties:
LUMO energy (alpha / beta) = -2.34 / -4.72 eV
Multiplicity = 5
Charge = +1
Orbital gap (alpha / beta) = 7.8 / 6.0 eV
⟨S²⟩ = 6.0901